2 unconnected molecules or ions with the total composition C5H9N2O. Source: the OMol25 dataset; level of theory: ωB97M-V with the def2-TZVPD basis set.

Structure (ORCA input):
```
! RIJCOSX wB97M-V def2-TZVPD def2/J DEFGRID3
* xyz 1 1
C -2.1597 1.0622 0.0847
C -1.2819 2.0263 0.4627
C -1.2880 -0.1350 -0.1210
C -0.0034 0.3170 0.1699
C 2.5431 -0.1122 0.3640
N -1.8858 -1.4839 -0.2915
N 3.2962 -0.5122 -0.6371
O -0.0725 1.5724 0.5547
H -3.1799 1.1031 0.1747
H -1.4343 2.9173 0.9572
H 2.7177 0.9155 0.6490
H 1.9796 -0.8733 0.9781
H -1.2636 -2.2064 -0.0880
H -2.2155 -1.6692 -1.2940
H 3.7650 0.2011 -1.2435
H -2.7812 -1.6454 0.2112
H 3.2640 -1.4776 -0.9310
*
```

Summary:
HOMO-LUMO gap = 8.327 eV
LUMO level = -0.1246 hartree


2 unconnected molecules or ions with the total composition H3IN2. Source: the OMol25 dataset; level of theory: ωB97M-V with the def2-TZVPD basis set.

Structure (ORCA input):
```
! RIJCOSX wB97M-V def2-TZVPD def2/J DEFGRID3
* xyz 0 1
N -0.1719 -0.8543 0.0785
N -1.0265 -0.0036 0.7408
I -2.9076 0.0700 -0.0276
H 0.8098 -0.6471 0.1470
H -0.6063 -1.1921 -0.7039
H -0.2083 1.8387 0.6219
*
```

Summary:
HOMO-LUMO gap (spin up / spin down) = 7.829 / 8.942 eV
LUMO level (spin up / spin down) = -0.0176 / 0.0007 hartree


A molecular structure, C20H43BFNO7PtS. Source: the OMol25 dataset; level of theory: ωB97M-V with the def2-TZVPD basis set.

Structure (ORCA input):
```
! RIJCOSX wB97M-V def2-TZVPD def2/J DEFGRID3
* xyz 2 1
C 7.9944 -2.1328 1.9727
C 8.7826 -2.1776 0.6309
C 7.9381 -1.6090 -0.5313
C 8.3538 -0.1685 -0.8550
C 7.2344 0.7959 -1.2308
C 6.1902 0.8924 -0.0748
C 5.0607 1.7746 -0.6203
C 3.8818 1.7722 0.4009
C 2.7898 2.6288 -0.2911
C 1.7760 3.1278 0.7606
C 0.5178 2.1977 0.7060
C -0.4162 2.7480 -0.3732
C -1.7650 1.9654 -0.3332
C -2.8984 2.7000 0.3998
C -4.2041 2.8168 -0.4320
C -5.3848 1.9815 0.1268
C -6.1518 1.2191 -0.9789
O -6.3202 -0.1881 -0.7572
C -5.1822 -0.9248 -0.5810
C -5.6525 -2.3419 -0.1238
O -4.9732 -3.3471 -0.7645
C -5.7504 -4.4711 -1.1546
N -4.9598 -5.6631 -0.9322
O -5.4588 -2.4581 1.2912
B -6.5450 -2.2687 2.0871
O -7.5767 -1.4261 1.8276
O -6.5632 -3.0207 3.2945
S -4.1277 -1.1442 -2.0773
O -2.9074 -1.7349 -1.7061
O -4.8482 -1.7708 -3.1059
F -3.7710 0.3002 -2.5961
H 6.9484 -1.9201 1.7828
H 8.0687 -3.1067 2.4400
H 8.3996 -1.3597 2.6159
H 9.0391 -3.2074 0.4152
H 9.6881 -1.5889 0.7067
H 6.8693 -1.7133 -0.3645
H 8.1643 -2.2176 -1.4089
H 9.0188 -0.2182 -1.7289
H 8.9409 0.2800 -0.0594
H 6.7315 0.4799 -2.1415
H 7.5938 1.8064 -1.3985
H 5.8353 -0.0857 0.2319
H 6.6176 1.3655 0.8065
H 4.6766 1.3110 -1.5237
H 5.3998 2.7835 -0.8119
H 4.1938 2.2434 1.3254
H 3.5127 0.7709 0.5923
H 3.2983 3.4707 -0.7542
H 2.3451 2.0521 -1.0954
H 1.4831 4.1203 0.4222
H 2.1888 3.1573 1.7652
H 0.0357 2.1801 1.6796
H 0.8540 1.2174 0.3846
H 0.0541 2.5836 -1.3379
H -0.5874 3.8167 -0.2779
H -1.5741 1.0291 0.1869
H -2.0084 1.7154 -1.3627
H -2.5550 3.7031 0.6361
H -3.0883 2.2088 1.3512
H -4.0004 2.5911 -1.4715
H -4.4953 3.8609 -0.4074
H -5.0707 1.3440 0.9486
H -6.0644 2.7078 0.5583
H -7.1581 1.6203 -1.0031
H -5.7493 1.4470 -1.9595
H -4.5209 -0.5653 0.2088
H -6.7118 -2.4013 -0.3646
H -5.8901 -4.3793 -2.2379
H -6.6929 -4.5523 -0.6231
H -4.3639 -5.8592 -1.7293
H -5.5466 -6.4749 -0.7730
H -7.6596 -0.7973 2.5638
H -6.0535 -2.4357 3.9561
Pt -5.2293 -3.0569 5.2781
*
```

Summary:
HOMO-LUMO gap = 1.236 eV
LUMO level = -0.4566 hartree


3 unconnected molecules or ions with the total composition C16H36BClN2O4. Source: the OMol25 dataset; level of theory: ωB97M-V with the def2-TZVPD basis set.

Structure (ORCA input):
```
! RIJCOSX wB97M-V def2-TZVPD def2/J DEFGRID3
* xyz 0 1
C 7.6160 -2.7117 -2.8890
B 6.4490 -3.0847 -4.0291
O 6.9063 -3.5854 -5.3545
C 4.8890 -2.8512 -3.5702
O 3.8469 -3.8285 -3.9589
C 2.6825 -3.3308 -3.1531
O 1.8544 -3.9909 -2.3405
O 2.7476 -1.8721 -3.4620
C 4.1096 -1.4562 -3.9353
Cl 4.7918 -0.0260 -2.9622
H 8.4022 -1.9412 -3.2902
H 8.1732 -3.6918 -2.5224
H 7.0582 -2.2454 -1.9431
H 6.0999 -3.5503 -5.9483
H 4.9186 -3.0004 -2.3981
H 3.8990 -1.2019 -5.0621
C -4.0302 -1.4631 0.9931
C -2.6729 -1.0968 0.3973
N -1.6752 -2.1669 0.4853
C -0.3168 -1.7165 0.1648
C -0.0493 -1.2370 -1.2587
C -2.0525 -3.4576 -0.0942
C -2.4321 -3.4865 -1.5699
H -3.9340 -1.7814 2.0353
H -4.6927 -0.5912 0.9686
H -4.5238 -2.2594 0.4278
H -2.3079 -0.2259 0.9570
H -2.8207 -0.7659 -0.6355
H 0.3976 -2.5135 0.4084
H -0.0614 -0.8974 0.8494
H 0.0180 -2.0714 -1.9596
H 0.9141 -0.7159 -1.2950
H -0.8099 -0.5378 -1.6155
H -2.8987 -3.8572 0.4820
H -1.2499 -4.1854 0.0782
H -3.0829 -2.6563 -1.8558
H -2.9731 -4.4133 -1.7920
H -1.5494 -3.4750 -2.2119
C -1.9840 5.9395 1.2629
C -1.8970 5.3751 2.6791
N -2.6882 4.1587 2.8853
C -2.8156 3.7863 4.2981
C -1.5434 3.3903 5.0414
C -2.4194 3.0452 1.9733
C -0.9962 2.5029 1.9192
H -3.0218 6.1312 0.9745
H -1.4401 6.8887 1.2086
H -1.5343 5.2672 0.5261
H -2.2687 6.1575 3.3533
H -0.8432 5.2194 2.9306
H -3.5481 2.9746 4.3956
H -3.2676 4.6324 4.8317
H -1.2100 2.3881 4.7650
H -1.7395 3.3716 6.1195
H -0.7234 4.0932 4.8731
H -2.7024 3.3580 0.9585
H -3.1046 2.2171 2.1939
H -0.2424 3.2940 1.8995
H -0.8642 1.9073 1.0089
H -0.7861 1.8417 2.7620
*
```

Summary:
HOMO-LUMO gap = 7.772 eV
LUMO level = -0.0045 hartree


10 unconnected molecules or ions with the total composition CH21O10. Source: the OMol25 dataset; level of theory: ωB97M-V with the def2-TZVPD basis set.

Structure (ORCA input):
```
! RIJCOSX wB97M-V def2-TZVPD def2/J DEFGRID3
* xyz -1 1
C -0.1516 0.2596 0.9946
O -0.1063 -0.6831 -0.0399
H -0.6010 -0.3239 1.7546
H -0.7509 1.1752 0.8592
H 0.8159 0.7879 1.1853
O 1.4816 0.8847 -1.4957
H 1.8441 1.6882 -1.1641
H 0.9771 0.4887 -0.7719
O -0.3285 -0.9333 -2.6143
H -0.3339 -0.9769 -1.6576
H -0.2627 -1.7417 -3.0879
O 0.4209 -3.1343 -0.1107
H 0.1609 -2.2327 -0.0152
H 1.2472 -2.9826 -0.6679
O -0.3833 -3.1837 2.7235
H -0.1532 -2.6453 1.9915
H -1.2857 -3.0118 2.9702
O -1.5895 4.2369 -1.0788
H -1.9106 3.4949 -0.6235
H -2.1669 4.9281 -0.8260
O -2.2148 1.3488 -1.1057
H -3.1168 1.5996 -1.0073
H -1.8020 1.3116 -0.2060
O -2.6898 -1.0374 1.1174
H -3.1178 -0.2494 1.4451
H -1.7742 -0.8606 1.0666
O 2.7371 -1.1076 0.6872
H 1.8296 -0.7884 0.7789
H 2.8385 -1.4683 -0.2278
O 3.6402 2.0480 -0.4357
H 3.4562 1.1941 -0.8920
H 3.2905 1.9147 0.4543
*
```

Summary:
HOMO-LUMO gap = 8.513 eV
LUMO level = 0.0991 hartree


A single C2HClF2S molecule. Source: the OMol25 dataset; level of theory: ωB97M-V with the def2-TZVPD basis set.

Structure (ORCA input):
```
! RIJCOSX wB97M-V def2-TZVPD def2/J DEFGRID3
* xyz 0 1
C -0.2092 0.5364 0.2329
C 0.2647 -0.6095 -0.5483
H -0.5036 -0.6445 -1.4444
F -0.9243 1.1293 -0.5024
F 0.8202 1.2838 0.6735
S 1.5849 -1.6567 -0.0975
Cl -1.0327 -0.0387 1.6862
*
```

Summary:
HOMO-LUMO gap = 8.005 eV
LUMO level = -0.0596 hartree


Per-record largest force on an atom, eV Å⁻¹: 4.26 3.09 1.86 9.90 3.72 10.51
Per-record total energy, eV: -10347.58253 -11124.11958 -54711.05732 -41542.18538 -21852.57210 -30880.45239